No. 1
60
Properties=species:S:1:pos:R:3:forces:R:3:lowdin_charge:R:1 method="wB97M-V/def2-TZVPD" spin_multiplicity=5 homo_ev="-8.241 / -8.856" homo_lumo_gap_ha="0.3013 / 0.2503" charge=0
Rh -0.484657 -0.429759 0.746768 0.121 -0.036 -0.033 0.931
Cl 0.290170 0.117390 2.874146 0.124 0.070 0.234 -0.130
S -3.774033 2.909318 -0.310942 -0.255 0.222 -0.083 1.111
S -2.245058 -2.935183 0.263015 0.008 -0.265 0.488 0.771
S 2.574062 3.164044 -0.082853 0.214 0.165 -0.050 1.099
Si 1.505295 -2.824393 -1.019979 0.039 0.251 -0.082 0.457
O 0.811824 -1.656628 -0.128997 0.022 -0.242 -0.256 -0.482
O -2.922890 -2.721111 -0.999387 -0.266 0.087 -0.486 -0.505
N 0.832738 1.346414 0.017835 0.084 0.201 0.025 -0.033
N -1.921034 1.235805 0.015817 0.196 0.233 0.034 -0.008
N -1.930326 -1.742956 1.115020 -0.137 -0.111 -0.093 -0.508
C 2.127574 1.518243 0.078208 -0.214 -0.140 0.016 -0.620
C -1.540974 -5.657135 -3.169336 0.037 0.048 0.035 -0.087
C 3.540215 -2.598492 -3.066066 -0.039 0.072 0.002 -0.077
C -1.108706 -4.488599 -3.784423 0.034 -0.021 0.119 -0.082
C 2.641617 -3.816488 0.073006 0.303 -0.222 0.334 -0.220
C -4.201183 0.198359 0.132834 0.155 0.108 0.027 -0.082
C 2.095533 -0.706191 -2.822109 -0.003 0.007 -0.031 -0.115
C 2.912344 -3.367059 1.372573 -0.041 -0.034 -0.060 -0.085
C 0.319368 -3.989825 -1.875121 -0.407 -0.121 -0.118 -0.242
C 2.756918 -0.058488 -3.861891 0.008 -0.087 0.077 -0.089
C -1.313460 2.471308 -0.171134 0.247 -0.391 0.001 -0.316
C -0.190314 -3.667501 -3.141417 0.048 -0.065 0.062 -0.086
C 4.144401 -5.688330 0.481591 -0.054 0.080 0.013 -0.089
C -3.227958 1.322347 -0.034263 0.066 -0.287 0.054 -0.610
C 3.818746 -0.684552 -4.502334 -0.014 -0.049 0.036 -0.096
C 4.211190 -1.957448 -4.102433 -0.092 0.034 0.074 -0.086
C 0.153525 2.536519 -0.138336 -0.308 -0.452 -0.033 -0.333
C 3.144023 0.445036 0.295631 -0.060 0.132 0.020 -0.064
C 0.939185 3.630328 -0.226290 0.106 0.277 -0.003 -0.333
C 4.402030 -5.216432 1.764201 -0.058 0.045 -0.036 -0.094
C 3.270930 -4.998044 -0.350187 -0.057 0.134 0.063 -0.103
C 3.781297 -4.057205 2.211869 -0.016 -0.037 -0.105 -0.083
C -0.138307 -5.170842 -1.274613 0.026 0.067 -0.060 -0.125
C -2.174159 3.492039 -0.369368 -0.079 0.271 -0.035 -0.334
C 2.467131 -1.988919 -2.404183 0.206 0.174 -0.117 -0.226
C -1.055104 -5.998553 -1.912810 0.030 0.084 -0.031 -0.088
H 3.808647 0.715226 1.117568 -0.040 -0.005 -0.021 0.090
H -1.390464 -6.909523 -1.431114 0.010 0.028 -0.005 0.102
H 0.143682 -2.761217 -3.639054 -0.010 -0.061 0.033 0.100
H -3.971002 -0.607274 -0.561954 0.014 -0.007 -0.038 0.055
H -1.487371 -4.218746 -4.763322 0.016 0.000 0.037 0.102
H -5.218647 0.545488 -0.038132 0.014 0.023 -0.011 0.074
H 5.077353 -5.757631 2.416425 -0.015 0.016 -0.025 0.099
H 3.968980 -3.694490 3.215790 -0.017 -0.001 -0.038 0.102
H 2.415077 -2.472088 1.738298 0.042 -0.075 -0.010 0.084
H 4.340024 -0.182917 -5.309371 -0.017 -0.020 0.026 0.098
H 0.228121 -5.449595 -0.291153 0.022 0.003 -0.029 0.104
H 1.273459 -0.204668 -2.316443 0.059 -0.030 -0.043 0.090
H 4.619815 -6.598232 0.133952 -0.024 0.031 0.003 0.100
H 5.042251 -2.447979 -4.596444 -0.037 0.014 0.027 0.100
H 2.632109 -0.484034 0.525293 -0.004 0.012 0.022 0.035
H 0.647829 4.662534 -0.346547 0.028 -0.088 0.014 0.081
H 3.869102 -3.588199 -2.763548 -0.019 0.047 -0.014 0.093
H 2.447659 0.934217 -4.169223 -0.002 -0.026 0.013 0.099
H 3.067059 -5.394094 -1.341444 -0.009 0.018 0.045 0.102
H -2.257042 -6.300076 -3.667602 0.025 0.017 0.017 0.101
H 3.744062 0.295243 -0.602523 -0.012 0.011 -0.035 0.087
H -1.949616 4.533634 -0.543712 -0.023 -0.113 0.022 0.083
H -4.129436 -0.206799 1.141920 0.023 0.007 0.008 0.080

No. 2
78
Properties=species:S:1:pos:R:3:forces:R:3:lowdin_charge:R:1 method="wB97M-V/def2-TZVPD" homo_ev=-13.951 homo_lumo_gap_ha=0.1518 charge=+3
Zr -0.707947 0.439880 -2.285841 0.434 -0.518 0.412 1.855
Br -1.581520 4.543187 -4.912366 0.164 -0.012 -0.149 0.884
Br 2.917034 2.875351 -7.919485 -0.120 -0.045 0.181 0.909
Cl 0.323048 4.328076 5.960051 -0.027 0.100 0.033 0.743
Cl 3.911933 0.522598 4.889061 0.114 0.016 0.033 0.805
Cl 0.550251 -1.389535 7.069420 0.065 0.237 0.094 0.733
S -1.876836 -3.007229 6.478821 0.366 0.090 -0.009 1.032
S -2.174293 -2.373360 -5.758390 0.132 0.165 0.348 1.184
O 2.163232 -1.863504 4.420346 0.092 0.380 -0.008 -0.150
O -0.941679 2.017901 -3.347721 0.185 0.517 -0.265 -0.329
N 0.875564 0.118647 -0.796124 0.080 -0.274 0.638 -0.126
N -1.971326 -0.783524 -0.825619 -0.916 -0.098 1.145 -0.025
N -3.172208 2.268230 0.699146 -0.240 -0.447 0.187 0.189
N 1.006373 0.245146 -3.700670 0.261 0.426 -0.381 -0.050
N -3.387215 -2.001766 1.247468 0.022 -0.186 -0.076 0.161
N 1.958749 -0.299896 1.078649 -0.546 0.069 -0.184 -0.015
N -1.739892 -0.739328 -3.857963 -0.114 -0.353 -0.338 -0.195
N -2.749575 3.431406 0.195112 0.178 0.104 -0.139 0.103
N -1.624806 1.948586 -0.875880 -0.539 -0.662 0.200 -0.015
C -0.640277 -4.297567 4.655784 -0.058 -0.100 -0.058 -0.158
C 2.289725 1.092686 4.735822 -0.348 0.031 -0.133 -0.581
C -2.489378 1.379585 0.031268 0.177 0.728 0.069 -0.288
C 2.528723 -0.949581 2.255395 0.106 -0.515 0.592 -0.039
C 0.953142 1.306035 -4.578860 -0.036 0.138 -0.173 -0.146
C -2.080638 -2.118960 -0.724143 0.266 0.172 -0.411 -0.077
C -0.241954 -2.568817 6.133318 -0.299 -0.557 -0.323 -0.961
C 0.032416 0.898469 3.973356 0.050 -0.003 -0.053 -0.047
C 0.720156 3.500140 -6.273793 0.221 -0.033 -0.197 -0.118
C -2.785332 -2.717107 0.300780 -0.193 -0.070 0.275 -0.047
C -0.188119 3.319484 -5.220696 -0.392 -0.297 0.604 -0.576
C -0.285393 2.115826 4.546139 -0.123 0.181 0.018 -0.098
C 1.985514 2.317953 5.309228 0.079 0.082 0.063 -0.105
C -2.617496 -0.111964 -4.723353 -0.172 0.010 -0.127 -0.195
C 2.027882 1.051975 0.871377 0.248 0.255 -0.154 0.009
C 1.698092 -3.198374 4.602198 -0.107 -0.206 0.046 -0.131
C 2.893577 0.500481 -5.747316 -0.064 -0.036 0.043 0.043
C -2.958163 -0.857449 -5.801340 -0.011 -0.035 0.039 -0.305
C -1.426191 -1.946845 -4.306225 -0.163 -0.135 -0.206 -0.455
C -0.090245 2.232993 -4.376090 0.503 0.523 -1.065 -0.373
C 1.885954 1.472633 -5.631191 -0.143 -0.127 0.180 -0.160
C 1.310258 0.355619 4.057201 0.052 -0.162 0.119 -0.220
C -1.840241 -4.235561 5.294865 -0.025 -0.037 -0.043 -0.410
C -3.297809 -0.687614 1.169610 -0.066 0.137 -0.009 -0.010
C 1.731838 2.599098 -6.484162 0.045 0.240 -0.228 -0.591
C -1.837408 3.250412 -0.752949 0.029 0.201 -0.016 -0.060
C 0.696988 2.824300 5.223274 0.035 -0.264 -0.156 -0.665
C -2.597681 -0.064672 0.140032 0.088 -0.408 -0.089 -0.163
C 0.293444 -3.337595 5.127049 0.076 0.780 0.068 -0.329
C 1.562654 -1.018035 3.473702 -0.009 -0.152 -0.176 -0.298
C 2.944428 -0.548744 -4.853890 0.064 0.010 -0.059 0.004
C 1.231441 -0.828050 0.090448 0.347 0.109 -0.086 -0.094
C 1.986944 -0.643409 -3.852603 0.001 -0.017 0.136 -0.091
C 1.381777 1.307844 -0.289977 0.179 0.134 -0.041 -0.110
H 3.399634 -0.370994 2.550647 0.100 -0.076 -0.090 0.099
H -3.799549 -0.102495 1.932630 0.051 0.048 -0.033 0.145
H 3.622623 0.581675 -6.543341 0.024 0.015 0.024 0.107
H 2.017200 -1.463271 -3.143238 0.030 0.021 0.020 0.122
H 1.043309 -1.884647 -0.016390 -0.053 0.003 0.118 0.150
H 2.392410 -3.614312 5.332458 0.114 0.018 -0.091 0.147
H 1.808167 -3.772687 3.672993 -0.050 -0.011 0.035 0.127
H -1.360838 4.030655 -1.325763 -0.047 0.036 0.016 0.156
H -1.592416 -2.718707 -1.482442 -0.047 -0.018 -0.018 0.112
H -3.148112 4.296871 0.540046 0.059 0.038 -0.019 0.197
H -2.699443 -4.870745 5.157737 -0.026 -0.012 -0.030 0.072
H -0.738837 -2.608965 -3.798380 0.009 -0.028 -0.059 0.087
H -0.748013 0.340031 3.463785 0.024 -0.074 0.092 0.107
H 0.618131 4.360172 -6.921410 -0.020 -0.001 0.006 0.119
H 0.593393 -1.411522 3.132624 0.034 -0.096 0.049 0.148
H 1.282999 2.245737 -0.813048 -0.005 0.032 0.036 0.119
H -0.388104 -5.043273 3.912557 -0.081 0.026 -0.020 0.111
H -1.292369 2.507654 4.497470 0.005 0.004 0.019 0.108
H 2.750463 2.874928 5.832881 0.009 -0.033 0.013 0.118
H -2.882533 -3.793727 0.365495 0.076 -0.006 -0.051 0.137
H -3.625947 -0.595529 -6.607144 -0.005 0.021 0.013 0.103
H 2.570063 1.700572 1.539138 -0.034 -0.003 0.035 0.155
H -2.963720 0.887585 -4.508366 -0.009 0.006 -0.038 0.125
H 3.727374 -1.290300 -4.919268 -0.038 -0.041 0.007 0.131
H 2.856568 -1.960774 2.016051 -0.071 0.042 -0.207 0.147

No. 3
27
Properties=species:S:1:pos:R:3:forces:R:3:lowdin_charge:R:1 method="wB97M-V/def2-TZVPD" homo_ev=-8.040 smiles=CC(C)c1ccnc(N(C)C)n1 homo_lumo_gap_ha=0.3300 charge=0
N 2.557877 -0.310363 -0.121276 -0.215 -0.240 -0.707 -0.186
N 1.389866 1.689666 -0.054704 0.128 -0.324 0.355 0.115
N 0.247763 -0.418726 -0.194488 -0.652 0.435 0.396 0.177
C 1.368462 0.332368 -0.088075 -0.802 0.929 -0.903 -0.352
C 0.211209 2.299290 0.043301 0.900 0.329 0.113 -0.143
C -2.936379 -0.419309 1.250507 -1.753 0.417 -0.074 -0.068
C -2.169675 -0.588724 -0.046313 1.072 -1.403 -0.446 -0.425
C -0.960952 1.612631 0.081544 -1.884 -0.419 -0.446 -0.043
C 3.807361 0.398749 -0.038644 1.161 -0.678 -0.282 -0.070
C -3.001447 -0.325543 -1.273674 -1.238 -0.469 -0.355 -0.072
C 2.630807 -1.727116 0.079613 0.071 -1.755 -0.087 -0.084
C -0.933895 0.224752 -0.093436 2.035 0.567 0.713 -0.263
H -3.599912 -1.319484 1.333431 0.337 0.935 0.218 0.091
H 3.713677 1.429877 -0.393113 0.014 -0.340 0.445 0.077
H -1.806166 -1.626485 -0.129746 -0.126 0.214 0.260 0.135
H 2.984955 -2.360918 -0.794553 -0.771 1.066 0.336 0.099
H 4.125540 0.282032 1.002996 0.316 0.750 0.038 0.086
H -2.354840 -0.307285 2.171901 0.188 -0.232 -0.394 0.082
H -1.932562 2.121251 0.128820 0.533 -0.115 0.137 0.113
H -3.240601 0.720641 -1.286959 -0.541 0.630 -0.061 0.062
H 0.205776 3.395553 0.132691 0.205 -0.477 -0.160 0.115
H -2.505435 -0.510439 -2.234043 0.141 -0.283 0.386 0.089
H -3.946556 -0.928021 -1.233419 0.714 0.579 -0.136 0.098
H 3.457367 -1.922539 0.777827 -0.461 0.042 0.431 0.075
H -3.582449 0.511380 1.172704 0.537 -1.079 0.190 0.095
H 1.642695 -2.133592 0.439043 1.278 0.450 -0.331 0.092
H 4.627513 -0.119633 -0.631932 -1.188 0.471 0.364 0.104

Computed values of energy above the lowest of the compared OMol25 structures with the same formula, charge and spin (unit: kcal per mole) for the preceding records, in sequence: 18.8 19.0 0.0.